A molecular structure, C23H26BrF4N4OOs, computed with ωB97M-V/def2-TZVPD.

Charge   +3
HOMO (alpha / beta)   -17.90 / -17.89 eV
Energy relative to the best compared isomer or geometry (same formula, charge and spin)   15.37 kcal/mol
Molar mass   720.6 g/mol
E_tot   -115632.1618 eV

Cartesian coordinates (Å):
Os 0.5148 -0.2349 -0.3239
C 2.2245 -1.0502 -2.7771
N 0.8424 -1.0736 -2.2191
C -0.0399 -0.4446 -3.2560
C 0.3545 -2.4897 -2.0546
C 0.7694 -3.0677 -0.7227
N 0.6021 -2.0010 0.2877
C 0.5261 -2.3240 1.6481
C 0.0718 -1.3200 2.5101
F -0.2878 -0.1303 1.9369
C -0.0934 -1.5110 3.8587
F -0.5604 -0.5244 4.6014
C 0.2334 -2.7397 4.4143
C 0.7056 -3.7464 3.5926
F 1.0403 -4.9135 4.0948
C 0.8479 -3.5592 2.2226
F 1.3365 -4.5427 1.4811
H 2.5724 -0.0215 -2.8445
H 2.9023 -1.6292 -2.1611
H 2.2077 -1.4905 -3.7745
H -0.0089 -1.0661 -4.1517
H 0.3263 0.5511 -3.4866
H -1.0637 -0.3864 -2.8988
H 0.7064 -3.1037 -2.8846
H -0.7347 -2.4544 -2.1059
H 1.8199 -3.3711 -0.6979
H 0.1733 -3.9483 -0.4903
H 0.1210 -2.9097 5.4784
O -0.5517 1.2432 -1.0265
C -0.2018 2.6188 -1.3725
C -1.1820 3.6837 -0.8994
C -2.6140 3.5208 -1.4431
C -3.5015 2.6215 -0.6339
C -4.6977 3.0269 -0.0657
C -5.4741 2.1119 0.6277
C -5.0457 0.7922 0.7655
C -3.8320 0.4479 0.2301
N -3.0973 1.3536 -0.4418
H -2.1378 1.1490 -0.7726
H -0.1474 2.6559 -2.4635
H 0.7892 2.8169 -0.9694
H -0.7743 4.6017 -1.3304
H -1.1692 3.8122 0.1843
H -2.5340 3.1086 -2.4547
H -3.1119 4.4814 -1.5525
H -5.0304 4.0465 -0.2003
H -6.4170 2.4222 1.0594
H -5.6416 0.0555 1.2834
H -3.4231 -0.5488 0.3190
Br 1.2260 2.4104 1.7138
C 2.6174 1.2590 1.2292
C 3.8890 1.5660 1.6840
C 4.9338 0.7013 1.4254
C 4.6737 -0.4749 0.7301
C 3.4014 -0.7125 0.2852
N 2.3653 0.1482 0.4918
H 4.0342 2.4749 2.2508
H 5.9315 0.9301 1.7778
H 5.4488 -1.2028 0.5345
H 3.1642 -1.6188 -0.2427